[1]
Molecular formula: C29H45F4N4O2SSeSiTi
Method: DFT, ωB97M-V with the def2-TZVPD basis set

Electronic energy ... -158908.94568 eV
Total charge ... -1
Multiplicity ... 3
LUMO (spin up / spin down) ... 2.23 / 2.22 eV
Gap between HOMO and LUMO (spin up / spin down) ... 5.54 / 6.60 eV
Energy relative to the best compared isomer or geometry (same formula, charge and spin) ... 10.09 kJ/mol
Max |F| ... 0.71 eV Å⁻¹
Molar mass ... 744.68 g mol⁻¹
Expectation value of S² ... 2.0028

Geometry as XYZ:
```
88
Properties=species:S:1:pos:R:3:mulliken_charge:R:1
Ti -0.066 -0.125 -0.085 0.153
C -0.053 -3.316 -0.728 -0.606
C -1.156 -3.079 0.298 -1.086
N -1.788 -1.760 0.176 0.119
C -2.799 -1.600 -0.870 -0.719
C -2.262 -1.545 -2.303 -0.825
S -0.870 -0.387 -2.579 -0.070
C 0.424 -1.496 -3.211 -1.050
C 1.434 -1.957 -2.155 -0.651
N 0.837 -2.163 -0.843 1.429
H 0.499 -4.215 -0.425 0.109
H -0.476 -3.530 -1.711 0.428
H -1.897 -3.889 0.216 0.331
H -0.699 -3.115 1.289 0.365
H -2.233 -1.547 1.064 0.149
H -3.539 -2.414 -0.831 0.485
H -3.320 -0.665 -0.654 0.131
H -1.956 -2.533 -2.644 0.379
H -3.084 -1.235 -2.951 0.606
H -0.075 -2.338 -3.694 0.578
H 0.947 -0.937 -3.986 0.545
H 1.935 -2.861 -2.532 0.555
H 2.194 -1.184 -2.037 -0.021
H 1.544 -2.223 -0.103 -0.853
C -0.287 4.437 2.211 -1.210
N -0.124 3.899 0.884 0.889
C 1.027 4.430 0.203 -1.138
C -1.327 3.920 0.072 -1.268
C -1.526 2.607 -0.694 -1.205
N -1.500 1.460 0.194 1.027
C -2.331 1.420 1.241 0.300
C -1.951 0.654 2.377 -0.221
F -0.719 0.075 2.363 -0.047
C -2.725 0.513 3.503 0.111
F -2.261 -0.226 4.531 -0.319
C -3.960 1.134 3.620 -0.787
C -4.357 1.899 2.539 0.301
F -5.560 2.520 2.581 -0.354
C -3.595 2.042 1.399 0.196
F -4.123 2.777 0.383 -0.393
H -0.464 5.531 2.223 0.345
H 0.609 4.238 2.801 0.294
H -1.128 3.951 2.709 0.338
H 0.965 5.526 0.050 0.380
H 1.123 3.958 -0.774 0.117
H 1.937 4.210 0.763 0.351
H -1.306 4.748 -0.658 0.386
H -2.189 4.111 0.716 0.596
H -0.702 2.478 -1.404 0.373
H -2.444 2.696 -1.289 0.287
H -4.575 1.020 4.498 0.481
C 7.260 4.142 -0.688 -1.593
C 5.950 3.436 -0.918 0.752
C 5.561 2.369 -0.130 -1.218
C 4.345 1.712 -0.317 0.766
C 4.032 0.569 0.610 -1.019
C 3.499 2.136 -1.351 1.199
C 3.892 3.199 -2.185 0.992
C 3.071 3.702 -3.344 -1.511
C 5.101 3.839 -1.940 -1.036
C 2.148 1.468 -1.590 0.025
O 1.693 1.419 -2.737 -0.659
O 1.598 0.952 -0.571 -0.190
H 7.801 3.704 0.150 0.338
H 7.103 5.201 -0.473 0.332
H 7.898 4.080 -1.572 0.332
H 6.212 2.028 0.668 0.281
H 4.914 0.306 1.196 0.381
H 3.701 -0.322 0.077 -0.152
H 3.222 0.805 1.297 0.136
H 2.036 3.896 -3.065 0.247
H 3.026 2.963 -4.142 0.254
H 3.511 4.624 -3.728 0.352
H 5.389 4.671 -2.573 0.300
C 4.792 -3.769 2.880 -1.141
Si 3.209 -3.815 1.846 0.529
C 3.777 -3.815 0.029 -0.999
C 2.443 -5.529 2.123 -1.130
Se 1.831 -2.159 2.324 -0.510
H 5.425 -4.642 2.692 0.323
H 4.547 -3.740 3.943 0.286
H 5.366 -2.869 2.651 0.253
H 4.499 -4.611 -0.174 0.506
H 4.241 -2.860 -0.228 0.240
H 2.928 -3.964 -0.643 0.136
H 3.175 -6.331 1.995 0.335
H 1.626 -5.699 1.416 0.268
H 2.022 -5.596 3.128 0.282
```

[2]
Molecular formula: C18H44BNO4S
Method: DFT, ωB97M-V with the def2-TZVPD basis set

Electronic energy ... -40572.10452 eV
LUMO ... 0.42 eV
SMILES string ... CCB(O)NCCOCS(C)(=O)=O.CCCCCC.CCCCCC
Gap between HOMO and LUMO ... 9.97 eV
Max |F| ... 5.59 eV Å⁻¹
Molar mass ... 381.43 g mol⁻¹

Geometry as XYZ:
```
69
Properties=species:S:1:pos:R:3:mulliken_charge:R:1
C -2.047 -2.054 -1.081 -0.757
C -1.667 -3.547 -0.907 -0.651
B -0.464 -4.016 -1.892 0.581
O -0.105 -3.203 -2.974 -0.631
N 0.228 -5.265 -1.573 -0.387
C 1.683 -5.124 -1.452 -0.801
C 2.142 -4.395 -0.160 0.060
O 3.408 -3.747 -0.263 -0.440
C 3.352 -2.638 -1.108 -0.460
S 2.560 -1.148 -0.372 1.118
C 2.356 -1.245 1.429 -0.969
O 3.441 0.011 -0.706 -0.681
O 1.262 -0.940 -1.082 -0.603
H -2.673 -1.773 -0.216 0.434
H -1.169 -1.400 -1.035 0.223
H -2.660 -1.851 -1.968 0.077
H -1.265 -3.686 0.113 0.318
H -2.528 -4.230 -1.007 0.331
H -0.863 -2.968 -3.494 0.276
H -0.181 -5.746 -0.787 0.225
H 2.107 -6.141 -1.413 0.271
H 2.050 -4.683 -2.385 0.426
H 1.410 -3.670 0.234 -0.091
H 2.258 -5.166 0.614 0.340
H 2.864 -2.805 -2.077 0.251
H 4.388 -2.346 -1.319 0.464
H 1.936 -0.270 1.715 0.234
H 1.631 -2.004 1.733 0.451
H 3.337 -1.329 1.905 0.355
C -6.294 2.706 -1.657 -1.175
C -6.129 2.450 -3.151 -0.410
C -5.911 0.976 -3.493 -0.903
C -4.642 0.355 -2.904 -0.496
C -3.337 1.051 -3.289 -0.133
C -3.055 1.022 -4.787 -1.262
H -5.397 2.432 -1.098 0.278
H -6.487 3.764 -1.472 0.375
H -7.136 2.137 -1.255 0.292
H -5.306 3.057 -3.538 0.242
H -7.030 2.793 -3.666 0.365
H -5.899 0.866 -4.581 0.350
H -6.773 0.399 -3.143 0.400
H -4.593 -0.693 -3.221 0.352
H -4.721 0.333 -1.813 0.347
H -2.514 0.550 -2.771 0.143
H -3.336 2.085 -2.934 0.277
H -3.013 -0.005 -5.156 0.277
H -2.095 1.495 -5.001 0.398
H -3.819 1.559 -5.352 0.307
C 4.327 2.752 1.984 -1.056
C 4.859 2.923 3.402 -0.409
C 4.229 1.956 4.405 -0.650
C 2.718 2.110 4.592 -0.287
C 2.256 3.498 5.031 -0.518
C 2.804 3.915 6.392 -1.221
H 3.258 2.966 1.925 0.238
H 4.837 3.434 1.302 0.392
H 4.493 1.733 1.626 0.215
H 4.716 3.957 3.727 0.266
H 5.940 2.753 3.393 0.356
H 4.729 2.073 5.371 0.328
H 4.434 0.929 4.084 0.337
H 2.384 1.374 5.332 0.385
H 2.206 1.849 3.659 0.032
H 1.163 3.498 5.081 0.394
H 2.526 4.246 4.280 0.257
H 2.512 3.201 7.165 0.292
H 2.413 4.894 6.675 0.383
H 3.893 3.987 6.384 0.284
```

[3]
Molecular formula: C19H26N3O2S2Si2Zn
Method: DFT, ωB97M-V with the def2-TZVPD basis set

Electronic energy ... -114533.01993 eV
Total charge ... -1
LUMO ... 2.22 eV
Gap between HOMO and LUMO ... 5.25 eV
Energy relative to the best compared isomer or geometry (same formula, charge and spin) ... 21.87 kJ/mol
Max |F| ... 0.61 eV Å⁻¹
Molar mass ... 514.13 g mol⁻¹

Geometry as XYZ:
```
55
Properties=species:S:1:pos:R:3:mulliken_charge:R:1
Zn 1.367 0.325 0.062 -0.202
O -0.028 1.798 1.816 -0.002
N -1.042 1.105 2.371 -0.810
N -1.260 0.028 1.741 1.071
O -0.582 -0.490 0.823 -0.485
C -2.477 -0.697 2.152 0.165
C -2.617 -1.988 1.682 -0.422
C -3.745 -2.707 2.053 -0.510
C -4.703 -2.132 2.875 -0.430
C -4.540 -0.829 3.327 -0.559
C -3.421 -0.095 2.965 -0.325
H -1.854 -2.404 1.041 0.499
H -3.870 -3.720 1.694 0.371
H -5.581 -2.697 3.160 0.364
H -5.292 -0.374 3.959 0.362
H -3.284 0.923 3.295 0.435
C 4.254 -1.693 -1.372 -1.185
Si 2.383 -1.539 -1.071 0.697
C 1.861 -3.274 -0.475 -1.248
C 1.596 -1.385 -2.814 0.053
C 1.876 -2.358 -3.783 -0.246
C 1.318 -2.324 -5.050 -0.660
C 0.450 -1.291 -5.383 -0.717
C 0.163 -0.317 -4.441 -0.256
C 0.717 -0.330 -3.153 -0.007
Si 0.264 1.112 -1.953 0.871
C 0.802 2.657 -2.929 -1.210
C -1.638 1.179 -2.010 -1.302
H 4.514 -2.609 -1.912 0.325
H 4.783 -1.703 -0.415 0.312
H 4.627 -0.843 -1.948 0.296
H 2.251 -4.080 -1.107 0.405
H 0.771 -3.353 -0.461 0.254
H 2.216 -3.440 0.546 0.330
H 2.551 -3.174 -3.535 0.201
H 1.555 -3.095 -5.775 0.361
H 0.004 -1.246 -6.370 0.362
H -0.511 0.489 -4.721 0.167
H 0.222 2.785 -3.849 0.348
H 1.857 2.594 -3.205 0.309
H 0.672 3.556 -2.320 0.290
H -1.998 1.415 -3.017 0.441
H -2.011 1.954 -1.333 0.351
H -2.079 0.228 -1.705 0.295
S 2.138 0.397 2.518 -0.467
C 1.233 1.883 2.819 0.381
N 0.757 2.121 4.126 -0.516
C 0.127 3.430 4.181 -0.625
C 1.204 4.374 3.658 -0.567
S 1.998 3.441 2.310 -0.181
H 0.191 1.352 4.460 0.300
H -0.165 3.666 5.205 0.461
H -0.759 3.489 3.537 0.190
H 1.945 4.572 4.431 0.307
H 0.789 5.313 3.296 0.357
```

[4]
Molecular formula: C2H10NO
Method: DFT, ωB97M-V with the def2-TZVPD basis set

Electronic energy ... -5766.41454 eV
Total charge ... +1
LUMO ... -3.59 eV
Gap between HOMO and LUMO ... 11.84 eV
Energy relative to the best compared isomer or geometry (same formula, charge and spin) ... 122.32 kJ/mol
Max |F| ... 4.41 eV Å⁻¹
Molar mass ... 64.11 g mol⁻¹

Geometry as XYZ:
```
14
Properties=species:S:1:pos:R:3:mulliken_charge:R:1
C 1.689 -0.278 -1.105 -1.154
C 1.364 0.319 0.200 -0.082
N 0.000 -0.376 0.861 -0.499
H 1.801 -1.387 -1.040 0.350
H 0.924 -0.247 -1.871 0.371
H 2.655 0.118 -1.517 0.319
H 2.164 -0.123 1.011 0.271
H 1.168 1.377 0.254 0.315
H -0.690 0.267 1.378 0.358
H 0.306 -1.024 1.630 0.388
H -0.622 -0.828 0.175 0.343
H -4.091 1.065 0.440 0.335
H -3.504 0.370 -0.619 0.322
O -3.163 0.745 0.202 -0.636
```

Among the records above, which one has the highest molar mass? C29H45F4N4O2SSeSiTi

Among the records above, which one has the highest max |F|? C18H44BNO4S

Copy entry 3 word for word.
Molecular formula: C19H26N3O2S2Si2Zn
Method: DFT, ωB97M-V with the def2-TZVPD basis set

Electronic energy ... -114533.01993 eV
Total charge ... -1
LUMO ... 2.22 eV
Gap between HOMO and LUMO ... 5.25 eV
Energy relative to the best compared isomer or geometry (same formula, charge and spin) ... 21.87 kJ/mol
Max |F| ... 0.61 eV Å⁻¹
Molar mass ... 514.13 g mol⁻¹

Geometry as XYZ:
```
55
Properties=species:S:1:pos:R:3:mulliken_charge:R:1
Zn 1.367 0.325 0.062 -0.202
O -0.028 1.798 1.816 -0.002
N -1.042 1.105 2.371 -0.810
N -1.260 0.028 1.741 1.071
O -0.582 -0.490 0.823 -0.485
C -2.477 -0.697 2.152 0.165
C -2.617 -1.988 1.682 -0.422
C -3.745 -2.707 2.053 -0.510
C -4.703 -2.132 2.875 -0.430
C -4.540 -0.829 3.327 -0.559
C -3.421 -0.095 2.965 -0.325
H -1.854 -2.404 1.041 0.499
H -3.870 -3.720 1.694 0.371
H -5.581 -2.697 3.160 0.364
H -5.292 -0.374 3.959 0.362
H -3.284 0.923 3.295 0.435
C 4.254 -1.693 -1.372 -1.185
Si 2.383 -1.539 -1.071 0.697
C 1.861 -3.274 -0.475 -1.248
C 1.596 -1.385 -2.814 0.053
C 1.876 -2.358 -3.783 -0.246
C 1.318 -2.324 -5.050 -0.660
C 0.450 -1.291 -5.383 -0.717
C 0.163 -0.317 -4.441 -0.256
C 0.717 -0.330 -3.153 -0.007
Si 0.264 1.112 -1.953 0.871
C 0.802 2.657 -2.929 -1.210
C -1.638 1.179 -2.010 -1.302
H 4.514 -2.609 -1.912 0.325
H 4.783 -1.703 -0.415 0.312
H 4.627 -0.843 -1.948 0.296
H 2.251 -4.080 -1.107 0.405
H 0.771 -3.353 -0.461 0.254
H 2.216 -3.440 0.546 0.330
H 2.551 -3.174 -3.535 0.201
H 1.555 -3.095 -5.775 0.361
H 0.004 -1.246 -6.370 0.362
H -0.511 0.489 -4.721 0.167
H 0.222 2.785 -3.849 0.348
H 1.857 2.594 -3.205 0.309
H 0.672 3.556 -2.320 0.290
H -1.998 1.415 -3.017 0.441
H -2.011 1.954 -1.333 0.351
H -2.079 0.228 -1.705 0.295
S 2.138 0.397 2.518 -0.467
C 1.233 1.883 2.819 0.381
N 0.757 2.121 4.126 -0.516
C 0.127 3.430 4.181 -0.625
C 1.204 4.374 3.658 -0.567
S 1.998 3.441 2.310 -0.181
H 0.191 1.352 4.460 0.300
H -0.165 3.666 5.205 0.461
H -0.759 3.489 3.537 0.190
H 1.945 4.572 4.431 0.307
H 0.789 5.313 3.296 0.357
```